Record 1
A 9-piece molecular cluster, C23H57Cl2N2O13 overall at a distorted geometry. Source: OMol25; level of theory: the ωB97M-V functional and the def2-TZVPD basis.

The value obtained for the LUMO energy (spin up / spin down) is -0.27454 / -0.41798 hartree. Its expectation value of S² is 0.7674. The HOMO energy (spin up / spin down) is -0.5107 / -0.5107 Ha. The HOMO-LUMO gap (spin up / spin down) comes out at 6.4 / 2.5 eV.

The geometry in ORCA input format:
```
! wB97M-V def2-TZVPD RIJCOSX def2/J DEFGRID3
* xyz 2 2
C 5.58273 -9.95318 -14.40406
C 4.61860 -11.12021 -14.38502
N 4.18755 -11.44107 -13.01158
C 4.22121 -12.63045 -12.40672
C 3.62145 -12.53105 -11.11307
N 3.27931 -11.16919 -10.96594
C 3.62310 -10.51678 -12.15030
C 2.85849 -10.42572 -9.75175
H 6.53770 -10.05453 -13.88844
H 5.18945 -8.95311 -14.22156
H 6.02616 -10.01381 -15.39794
H 5.05103 -12.02823 -14.80527
H 3.74464 -10.93611 -15.00984
H 4.62070 -13.52513 -12.86100
H 3.50729 -13.19567 -10.26948
H 3.63463 -9.45818 -12.36395
H 2.33395 -11.04542 -9.02447
H 2.27967 -9.61222 -10.18909
H 3.83884 -10.09851 -9.40538
C 2.55826 -13.96456 -15.43785
C 1.92651 -13.11177 -16.52094
C 0.52160 -13.52079 -16.59761
O 0.43392 -14.69683 -15.71830
C 1.75837 -15.22201 -15.41817
H 2.54541 -13.48031 -14.46141
H 3.58832 -14.28386 -15.59634
H 2.38944 -13.32944 -17.48346
H 2.12664 -12.10870 -16.14427
H 0.15935 -13.82368 -17.58002
H -0.09478 -12.72501 -16.17939
H 2.11591 -15.98894 -16.10525
H 1.66877 -15.52285 -14.37434
C 5.80318 -11.49123 -18.97567
C 6.30260 -9.99280 -18.81968
O 7.69826 -9.76923 -18.61117
O 6.06162 -11.98757 -20.27745
H 4.73512 -11.47454 -18.75866
H 6.20769 -12.08163 -18.15354
H 5.88662 -9.49445 -17.94406
H 5.91829 -9.39562 -19.64659
H 7.85439 -9.03325 -19.20745
H 5.44431 -12.68934 -20.49661
C 8.11775 -11.55131 -11.41296
C 7.35558 -10.76023 -10.26900
O 6.39619 -9.84177 -10.71516
O 8.81208 -10.64850 -12.23135
H 7.35561 -12.01995 -12.03553
H 8.66528 -12.31849 -10.86547
H 8.07226 -10.12396 -9.74976
H 6.71164 -11.41984 -9.68731
H 6.95736 -9.06521 -10.77545
H 9.02269 -11.08163 -13.06180
C 4.22079 -6.45299 -9.13393
C 5.21055 -6.56187 -10.27212
O 6.53820 -6.49481 -9.76704
O 4.47839 -7.56449 -8.36612
H 3.17919 -6.55894 -9.43713
H 4.41765 -5.60913 -8.47268
H 5.09431 -5.83889 -11.07951
H 5.04170 -7.53081 -10.74194
H 7.20918 -6.87164 -10.34098
H 5.43063 -7.49520 -8.26592
C -0.72656 -15.15649 -9.00651
C 0.56380 -14.78080 -8.23389
O 1.13381 -13.54926 -8.56945
O -1.72605 -14.26448 -8.69929
H -1.09293 -16.16489 -8.81421
H -0.56896 -15.06893 -10.08150
H 1.26414 -15.60592 -8.36357
H 0.31562 -14.78952 -7.17256
H 0.53299 -12.89612 -8.20337
H -1.64826 -13.98761 -7.78338
C 4.94820 -15.43651 -8.66885
C 4.05605 -16.60853 -8.24400
O 4.74099 -17.88055 -8.02116
O 5.33816 -15.49710 -10.01119
H 5.79981 -15.57275 -8.00229
H 4.59906 -14.41710 -8.50460
H 3.27330 -16.61967 -9.00248
H 3.50652 -16.11013 -7.44544
H 4.05732 -18.36578 -7.55344
H 5.97498 -16.21259 -10.07563
C 8.11118 -14.99754 -12.77444
C 8.37112 -15.52952 -11.40123
O 7.74426 -16.79573 -11.08413
O 6.75454 -14.68417 -13.01192
H 8.34120 -15.81026 -13.46342
H 8.80923 -14.17246 -12.91604
H 8.14691 -14.80739 -10.61615
H 9.41027 -15.84233 -11.29915
H 8.27467 -17.55749 -11.32905
H 6.26599 -15.49339 -12.84431
C -0.89789 -11.41637 -10.81592
Cl -2.57158 -10.80912 -10.94383
Cl 0.04522 -10.69439 -12.07249
H -0.44741 -11.17054 -9.85428
H -0.94916 -12.49262 -10.98070
*
```

Record 2
C28H38BN10PtSe as an isolated structure at a distorted geometry. Source: OMol25; level of theory: the ωB97M-V functional and the def2-TZVPD basis.

The value obtained for the LUMO energy (spin up / spin down) is -0.07512 / -0.12359 hartree. Its expectation value of S² is 2.0066. The HOMO energy (spin up / spin down) is -0.3551 / -0.3916 Ha. The HOMO-LUMO gap (spin up / spin down) comes out at 7.6 / 7.3 eV.

The geometry in ORCA input format:
```
! wB97M-V def2-TZVPD RIJCOSX def2/J DEFGRID3
* xyz 1 3
Pt -0.14154 -0.10380 0.06694
C 2.59991 -1.23351 2.20782
C 2.91778 -0.79073 0.82840
C 4.17152 -0.68264 0.23403
C 3.94130 -0.21293 -1.04672
C 4.94451 0.06371 -2.10803
N 2.61254 -0.05074 -1.18997
N 1.99205 -0.41017 -0.04779
B 1.87617 0.50007 -2.43204
N 1.16317 1.79950 -2.00270
N 0.42157 1.82819 -0.89199
C 0.02106 3.07074 -0.65962
C -0.81641 3.40278 0.52168
C 0.53892 3.89237 -1.66579
C 1.26216 3.05026 -2.49878
C 2.03753 3.38755 -3.71776
N 0.83666 -0.55057 -2.86194
N -0.03058 -1.05735 -1.97757
C -0.75700 -1.99532 -2.57169
C -1.81261 -2.74020 -1.83896
C -0.33388 -2.10860 -3.89781
C 0.68080 -1.17670 -4.04571
C 1.49981 -0.87251 -5.24736
H 3.46406 -1.71803 2.65091
H 2.33685 -0.37037 2.81808
H 1.76039 -1.92782 2.20032
H 5.11546 -0.91354 0.67999
H 5.93786 -0.18052 -1.74063
H 4.74099 -0.53312 -2.99536
H 4.92253 1.11311 -2.39599
H 2.63224 0.71507 -3.30494
H -0.87433 2.52830 1.17796
H -0.37209 4.23082 1.06914
H -1.82702 3.68770 0.22688
H 0.40853 4.95192 -1.75781
H 1.89882 4.43538 -3.96600
H 3.09895 3.20797 -3.55679
H 1.71556 2.77793 -4.55881
H -1.65015 -2.62773 -0.76376
H -2.80115 -2.35385 -2.08990
H -1.78037 -3.79394 -2.10381
H -0.71408 -2.78650 -4.63560
H 1.15999 -1.46411 -6.09192
H 1.42615 0.18211 -5.50397
H 2.54658 -1.10420 -5.06144
C -5.59842 -0.11577 1.57708
C -4.45545 0.15580 0.67106
C -4.41171 0.66623 -0.61083
C -3.05898 0.70823 -0.97274
N -2.32167 0.23394 0.03006
N -3.17754 -0.10289 1.00680
C -2.50135 1.23828 -2.24131
H -6.51380 0.28271 1.14847
H -5.44144 0.34178 2.55314
H -5.73172 -1.18792 1.72215
H -5.23810 0.98061 -1.21316
H -2.81302 -0.37401 1.91385
H -3.30437 1.45916 -2.94032
H -1.81707 0.52441 -2.69272
H -1.95776 2.16105 -2.04470
C 1.01651 0.44507 5.81422
N 0.23265 -0.71495 5.50471
C -0.37121 -0.97666 4.32750
Se -0.54806 0.20408 2.93926
N -0.95434 -2.19959 4.41023
C -0.74964 -2.72356 5.66922
C -1.16739 -3.89710 6.27553
C -0.81612 -4.07821 7.60395
C -0.07159 -3.12791 8.29939
C 0.35200 -1.95624 7.69730
C 0.00341 -1.76553 6.36930
H 1.08854 1.07713 4.93007
H 2.01505 0.13546 6.12247
H 0.55353 1.01500 6.61967
H -1.42708 -2.65976 3.64762
H -1.74753 -4.63301 5.74098
H -1.13793 -4.97218 8.11626
H 0.16440 -3.30526 9.33848
H 0.91001 -1.21698 8.24526
*
```

Record 3
One molecule with the formula C4H5NO. Source: OMol25; level of theory: the ωB97M-V functional and the def2-TZVPD basis.

The value obtained for the LUMO energy is 0.03124 hartree. The structure (SMILES) is C#CCNC=O. The HOMO energy is -0.3659 Ha. The HOMO-LUMO gap comes out at 10.8 eV.

The geometry in ORCA input format:
```
! wB97M-V def2-TZVPD RIJCOSX def2/J DEFGRID3
* xyz 0 1
C 1.65062 -2.09576 -0.40856
C 1.13344 -1.00923 -0.42826
C 0.51381 0.31963 -0.41620
N -0.47870 0.43750 0.63694
C -1.64971 1.09493 0.43390
O -1.95508 1.66035 -0.59673
H 2.10955 -3.06011 -0.39902
H -0.00025 0.52469 -1.36033
H 1.29222 1.08445 -0.30338
H -0.30876 -0.01911 1.51961
H -2.30714 1.06266 1.32204
*
```

Record 4
A 14-piece molecular cluster, C54H80F4O10 overall at a distorted geometry. Source: OMol25; level of theory: the ωB97M-V functional and the def2-TZVPD basis.

The value obtained for the LUMO energy is 0.00860 hartree. The HOMO energy is -0.2812 Ha. The HOMO-LUMO gap comes out at 7.9 eV.

The geometry in ORCA input format:
```
! wB97M-V def2-TZVPD RIJCOSX def2/J DEFGRID3
* xyz 0 1
F 2.14550 -0.43942 4.59781
C 1.29275 -0.68840 5.60824
C 1.68501 -1.39146 6.73533
C 0.73642 -1.72879 7.69416
C -0.54332 -1.17302 7.63298
C -0.93366 -0.48936 6.49536
C -0.01382 -0.26646 5.47560
H 2.67551 -1.82971 6.77888
H 1.12742 -2.27993 8.53882
H -1.25678 -1.43995 8.40181
H -1.97131 -0.21366 6.36342
H -0.27949 0.29680 4.58769
F -1.02359 6.47376 -4.49037
C -1.24172 5.21691 -4.03939
C -0.64658 4.80416 -2.87132
C -0.85383 3.49287 -2.44154
C -1.68176 2.67594 -3.20484
C -2.32483 3.12913 -4.35827
C -2.10811 4.43478 -4.76505
H 0.03974 5.42986 -2.31919
H -0.34275 3.13367 -1.55947
H -1.79825 1.65500 -2.86476
H -2.96840 2.42122 -4.85817
H -2.61865 4.84397 -5.62705
F -3.78602 -3.90091 5.20604
C -3.42108 -3.04410 4.22906
C -2.10800 -2.62730 4.12344
C -1.77188 -1.82220 3.03785
C -2.75178 -1.43113 2.13317
C -4.07837 -1.80099 2.30442
C -4.42302 -2.58983 3.39323
H -1.35650 -3.14706 4.70510
H -0.71359 -1.66989 2.88469
H -2.50394 -0.85557 1.24836
H -4.86875 -1.50178 1.63019
H -5.43923 -2.89911 3.59879
F -2.90201 5.13848 6.00637
C -2.85252 4.72008 4.71936
C -2.29548 3.48101 4.47821
C -2.36975 2.96358 3.18883
C -2.92760 3.72830 2.17444
C -3.31451 5.04153 2.40303
C -3.32669 5.53501 3.70689
H -1.96097 2.89948 5.32638
H -2.03968 1.95092 2.99997
H -3.05468 3.36242 1.16556
H -3.70090 5.67054 1.61464
H -3.75840 6.49980 3.93419
C -0.61140 -3.66500 -4.27471
C -1.51894 -2.46703 -4.34023
O -1.06921 -1.37426 -4.11815
C -2.96233 -2.66769 -4.73247
H 0.22686 -3.43632 -3.62997
H -0.27444 -3.81088 -5.30713
H -1.15030 -4.58269 -4.04530
H -2.96410 -2.78814 -5.82175
H -3.51489 -1.74316 -4.56448
H -3.42040 -3.51189 -4.22609
C -4.70270 -0.90806 -1.34740
C -4.26196 0.43989 -1.83276
O -4.19369 0.72137 -3.00496
C -3.93899 1.50006 -0.79646
H -5.74681 -0.88193 -1.03639
H -4.03953 -1.19201 -0.52583
H -4.56042 -1.69746 -2.08228
H -4.32126 1.21112 0.18365
H -4.34714 2.47054 -1.05997
H -2.84464 1.50622 -0.76296
C 0.35282 0.41307 1.28558
C 0.30350 0.79358 -0.15925
O 0.18392 1.94907 -0.50449
C 0.39707 -0.31214 -1.19119
H 0.88068 -0.53570 1.40448
H -0.67772 0.26107 1.60912
H 0.81221 1.17372 1.91242
H 1.29766 -0.90536 -1.03496
H 0.44362 0.22158 -2.14426
H -0.50673 -0.92041 -1.28026
C -0.45112 -4.37781 -0.63965
C -1.87221 -3.95203 -0.30939
O -2.45400 -3.05309 -0.86547
C -2.59227 -4.83891 0.68925
H 0.29372 -3.71843 -0.19341
H -0.33238 -4.38538 -1.72166
H -0.34021 -5.40387 -0.28850
H -2.67973 -5.85811 0.30862
H -3.60136 -4.49338 0.91281
H -2.06303 -4.85471 1.64639
C 2.01433 -1.99306 -6.18041
C 2.91744 -2.21272 -4.99170
O 3.94821 -2.83179 -5.07365
C 2.51089 -1.57965 -3.67855
H 0.97677 -2.14526 -5.90717
H 2.38555 -2.53575 -7.04573
H 2.16492 -0.93495 -6.42517
H 2.12372 -0.57576 -3.85054
H 3.34717 -1.62312 -2.99368
H 1.69976 -2.17528 -3.26028
C 3.25116 3.18337 -1.64639
C 2.63187 4.54998 -1.53073
O 2.13408 5.08791 -2.49479
C 2.59792 5.17914 -0.16131
H 2.51499 2.39539 -1.46940
H 4.04648 3.00489 -0.91777
H 3.69238 3.01592 -2.62965
H 1.89185 4.65390 0.48377
H 2.37358 6.23555 -0.28101
H 3.56116 5.02918 0.33226
C 3.76282 -2.37223 2.54433
C 2.87828 -3.53931 2.92737
O 3.33953 -4.54138 3.41667
C 1.39969 -3.50915 2.59747
H 3.35879 -1.80572 1.70150
H 4.77168 -2.72388 2.36007
H 3.70930 -1.62107 3.33761
H 1.03690 -4.49384 2.31100
H 1.25860 -2.87038 1.71783
H 0.81038 -3.11035 3.42178
C -1.54014 6.57645 -2.19283
C -1.46063 6.24167 -0.73235
O -1.85236 7.00367 0.13294
C -0.85952 4.92836 -0.32215
H -1.79486 7.60479 -2.42002
H -2.24434 5.88255 -2.66307
H -0.56872 6.33218 -2.63555
H -0.78827 4.92163 0.75793
H 0.08052 4.78998 -0.84756
H -1.57325 4.18897 -0.70250
C 3.31202 -5.14605 -0.01688
C 3.64287 -3.88690 -0.80379
O 2.94312 -2.90034 -0.73568
C 4.98556 -3.86258 -1.49787
H 3.96507 -5.25222 0.84968
H 3.43543 -6.02851 -0.64725
H 2.27647 -5.09247 0.31614
H 5.77714 -3.43278 -0.88368
H 4.87568 -3.17625 -2.34304
H 5.28292 -4.83727 -1.87640
C 5.79407 -0.20696 0.44529
C 4.53760 0.38439 -0.16157
O 3.53179 0.58622 0.48795
C 4.54313 0.52832 -1.65347
H 6.13138 0.31962 1.33763
H 6.60190 -0.19337 -0.28839
H 5.65737 -1.25353 0.71990
H 4.98961 1.50289 -1.88215
H 3.52963 0.48934 -2.04330
H 5.13030 -0.24700 -2.14512
*
```